Entry 1:
{
  "formula": "CH5IN2O2S",
  "method": "the ωB97M-V functional and the def2-TZVPD basis",
  "elements": ["C", "N", "N", "O", "O", "S", "I", "H", "H", "H", "H", "H"],
  "coordinates": [[1.03, 1.00, 0.69], [1.20, -0.13, -0.09], [-1.26, -0.25, -1.13], [0.12, -2.48, -0.51], [-0.78, -1.06, 1.29], [-0.15, -1.17, -0.01], [-2.50, 0.83, 0.06], [1.92, 1.35, 1.16], [0.65, 1.83, 0.06], [0.25, 0.67, 1.56], [1.28, 0.01, -1.11], [-1.75, -0.61, -1.98]],
  "nbo_charge": [-0.457, -0.797, -1.110, -0.885, -0.922, 2.341, 0.359, 0.206, 0.189, 0.253, 0.401, 0.424],
  "molar_mass_da": 236.0,
  "homo_ev": -9.225,
  "multiplicity": 1,
  "lumo_energy_ev": -0.42,
  "e_above_lowest_ev": 0.8126,
  "charge": 0,
  "homo_lumo_gap_ev": 8.807
}

***

Entry 2:
{
  "formula": "C16H48BHgN4O4",
  "method": "the ωB97M-V functional and the def2-TZVPD basis",
  "elements": ["Hg", "B", "H", "H", "H", "H", "C", "C", "C", "O", "C", "N", "H", "H", "H", "H", "H", "H", "H", "H", "H", "H", "H", "C", "C", "C", "O", "C", "N", "H", "H", "H", "H", "H", "H", "H", "H", "H", "H", "H", "C", "C", "C", "O", "C", "N", "H", "H", "H", "H", "H", "H", "H", "H", "H", "H", "H", "C", "C", "C", "O", "C", "N", "H", "H", "H", "H", "H", "H", "H", "H", "H", "H", "H"],
  "coordinates": [[-14.95, -8.13, -5.70], [-14.73, -9.57, -7.73], [-13.96, -10.40, -7.32], [-14.18, -8.48, -7.77], [-15.10, -9.79, -8.85], [-15.68, -9.56, -6.97], [-15.69, -12.44, -3.99], [-15.80, -11.02, -4.57], [-16.91, -10.28, -3.84], [-16.83, -8.87, -4.10], [-17.99, -8.19, -3.67], [-14.51, -10.29, -4.46], [-14.95, -12.99, -4.56], [-16.65, -12.96, -4.01], [-15.39, -12.43, -2.94], [-16.03, -11.16, -5.63], [-16.86, -10.43, -2.75], [-17.86, -10.65, -4.23], [-18.26, -8.48, -2.65], [-18.84, -8.38, -4.33], [-17.80, -7.11, -3.68], [-14.40, -10.20, -3.44], [-13.80, -11.00, -4.65], [-15.33, -4.11, -3.63], [-15.21, -5.28, -4.58], [-14.28, -4.93, -5.73], [-14.18, -6.01, -6.63], [-13.71, -5.64, -7.92], [-14.73, -6.54, -3.94], [-14.35, -3.80, -3.25], [-15.91, -4.34, -2.73], [-15.85, -3.27, -4.09], [-16.21, -5.49, -4.99], [-13.30, -4.69, -5.29], [-14.63, -4.02, -6.24], [-13.71, -6.51, -8.56], [-12.69, -5.23, -7.85], [-14.35, -4.87, -8.37], [-15.30, -6.73, -3.12], [-13.82, -6.30, -3.54], [-11.67, -8.38, -3.08], [-11.49, -7.64, -4.40], [-10.03, -7.72, -4.85], [-9.85, -7.17, -6.14], [-9.89, -5.76, -6.17], [-12.39, -8.21, -5.42], [-10.81, -8.19, -2.44], [-11.76, -9.46, -3.22], [-12.55, -8.03, -2.54], [-11.74, -6.59, -4.22], [-9.70, -8.76, -4.93], [-9.40, -7.19, -4.13], [-10.90, -5.38, -5.99], [-9.54, -5.45, -7.16], [-9.18, -5.32, -5.46], [-12.19, -9.20, -5.53], [-12.04, -7.84, -6.31], [-17.14, -6.29, -9.01], [-17.26, -6.08, -7.51], [-18.54, -5.39, -7.13], [-18.52, -5.19, -5.73], [-19.80, -5.04, -5.16], [-17.15, -7.38, -6.77], [-16.30, -6.96, -9.21], [-16.97, -5.35, -9.52], [-18.03, -6.78, -9.40], [-16.47, -5.39, -7.20], [-19.40, -6.03, -7.39], [-18.68, -4.44, -7.67], [-20.40, -5.95, -5.26], [-20.37, -4.22, -5.63], [-19.69, -4.83, -4.10], [-17.24, -8.07, -7.52], [-18.01, -7.46, -6.23]],
  "mulliken_charge": [3.351, 0.206, -0.231, -0.515, -0.186, -0.491, -1.678, 0.283, -0.971, -0.151, -0.999, -0.507, 0.461, 0.414, 0.398, 0.123, 0.409, 0.461, 0.407, 0.388, 0.091, 0.287, 0.305, -1.875, 1.236, -1.065, 0.010, -1.195, -0.712, 0.407, 0.441, 0.433, -0.498, 0.354, 0.493, 0.292, 0.222, 0.362, 0.299, 0.204, -1.439, 0.425, -0.980, -0.349, -0.404, -0.190, 0.481, 0.295, 0.257, 0.049, 0.356, 0.429, -0.004, 0.253, 0.321, 0.294, 0.190, -1.872, 1.512, -1.268, -0.177, -0.944, -0.260, 0.399, 0.405, 0.478, -0.736, 0.452, 0.464, 0.357, 0.348, 0.280, 0.286, 0.028],
  "molar_mass_da": 572.0,
  "homo_ev": -11.757,
  "multiplicity": 1,
  "lumo_energy_ev": -2.12,
  "e_above_lowest_ev": 0.0000,
  "charge": 1,
  "homo_lumo_gap_ev": 9.635
}

***

Entry 3:
{
  "formula": "C23H28FeN7O6",
  "method": "the ωB97M-V functional and the def2-TZVPD basis",
  "elements": ["Fe", "N", "C", "N", "C", "N", "N", "C", "C", "C", "C", "C", "C", "N", "C", "C", "C", "C", "C", "C", "H", "H", "H", "H", "H", "H", "H", "H", "H", "H", "H", "O", "C", "O", "C", "O", "C", "C", "O", "O", "H", "H", "H", "H", "H", "C", "N", "C", "C", "O", "N", "C", "C", "H", "H", "H", "H", "H", "H", "H", "H", "H", "H", "H", "H"],
  "coordinates": [[0.79, 0.16, 0.53], [-2.29, -2.02, 2.29], [-1.53, -1.02, 1.86], [-0.47, -1.21, 1.14], [-0.06, -2.49, 0.77], [0.97, -2.65, 0.01], [1.47, -1.41, -0.35], [2.28, -1.32, -1.33], [2.63, 0.06, -1.66], [3.49, 0.43, -2.68], [3.64, 1.78, -2.96], [2.91, 2.71, -2.23], [2.07, 2.25, -1.21], [1.96, 0.97, -0.92], [-0.83, -3.62, 1.26], [-0.48, -4.95, 1.00], [-1.26, -5.97, 1.49], [-2.41, -5.69, 2.23], [-2.77, -4.38, 2.51], [-1.97, -3.36, 2.02], [-3.10, -1.81, 2.86], [-1.80, 0.00, 2.14], [2.61, -2.18, -1.90], [4.01, -0.32, -3.25], [4.30, 2.11, -3.75], [2.97, 3.76, -2.43], [1.48, 2.95, -0.63], [0.41, -5.15, 0.42], [-1.00, -7.00, 1.29], [-3.03, -6.50, 2.60], [-3.66, -4.16, 3.09], [3.14, -0.68, 3.93], [2.75, -0.15, 2.79], [1.87, -0.67, 2.11], [3.54, 1.08, 2.43], [2.91, 1.85, 1.46], [2.15, 2.95, 1.92], [0.66, 2.67, 2.09], [-0.05, 3.54, 2.51], [0.24, 1.46, 1.80], [2.66, -1.51, 4.10], [3.76, 1.64, 3.35], [4.49, 0.72, 2.03], [2.54, 3.33, 2.87], [2.28, 3.75, 1.19], [-2.67, 2.39, 0.43], [-2.69, 1.78, -0.89], [-3.99, 1.78, -1.56], [-1.60, 1.19, -1.40], [-0.67, 0.79, -0.64], [-1.53, 1.00, -2.74], [-0.56, 0.07, -3.28], [-2.06, 1.96, -3.70], [-3.51, 2.01, 1.02], [-2.78, 3.47, 0.35], [-1.74, 2.17, 0.94], [-4.74, 1.47, -0.84], [-3.99, 1.07, -2.39], [-4.26, 2.77, -1.93], [-0.41, -0.77, -2.60], [0.40, 0.55, -3.48], [-0.95, -0.33, -4.22], [-2.41, 2.85, -3.19], [-2.86, 1.54, -4.30], [-1.25, 2.26, -4.37]],
  "mulliken_spin": [1.011, 0.005, 0.014, -0.034, -0.008, -0.003, -0.029, -0.004, 0.018, -0.001, 0.001, 0.003, 0.011, 0.013, -0.006, 0.002, 0.000, 0.000, -0.001, 0.006, 0.000, -0.005, -0.002, 0.000, 0.000, 0.000, -0.003, 0.000, 0.000, 0.000, 0.000, -0.001, 0.000, -0.012, -0.001, 0.011, 0.000, 0.004, -0.003, 0.013, 0.000, 0.001, 0.000, 0.002, -0.001, -0.002, 0.001, -0.001, 0.001, -0.007, 0.000, 0.001, 0.000, 0.000, 0.000, 0.005, 0.000, 0.000, 0.000, 0.000, 0.000, 0.000, 0.000, 0.000, 0.000],
  "s2": 0.86,
  "molar_mass_da": 554.4,
  "homo_ev": [-14.287, -14.307],
  "multiplicity": 2,
  "lumo_energy_ev": [-6.76, -6.76],
  "e_above_lowest_ev": 0.0000,
  "charge": 2,
  "homo_lumo_gap_ev": [7.523, 7.544]
}